Entry 1:
DFT (ωB97M-V/def2-TZVPD) results for a cluster of 2 separate species, C24H32N3O2 in total.

Values from the calculation:
ΔE to the lowest compared entry with this formula, charge and spin in eV: 3.502
Kohn-Sham gap in eV: 6.029
Calculated total energy in eV: -33963.8182

Structure (ORCA input):
```
! RIJCOSX wB97M-V def2-TZVPD def2/J DEFGRID3
* xyz 1 1
C -2.341 -0.073 3.177
C -1.283 -0.698 3.694
C -0.025 -0.962 2.893
N 1.040 0.029 3.169
H -3.274 0.040 3.724
H -2.266 0.340 2.173
H -1.227 -1.065 4.727
H 0.329 -1.982 3.119
H -0.254 -0.897 1.822
H 0.975 0.367 4.129
H 1.959 -0.399 3.068
C 9.547 4.263 6.238
C 8.212 3.680 5.794
N 8.254 3.360 4.365
C 7.000 3.065 3.817
C 6.689 1.783 3.334
C 5.430 1.533 2.822
C 4.507 2.598 2.607
C 3.259 2.284 2.022
C 2.542 3.181 1.200
C 3.174 4.226 0.460
C 2.431 5.038 -0.375
C 1.024 4.954 -0.380
N 0.241 5.835 -1.139
C -0.558 6.771 -0.349
C -1.554 7.510 -1.231
O -0.973 8.004 -2.435
C -0.301 6.989 -3.183
C 0.829 6.382 -2.359
C 0.382 3.969 0.419
C 1.126 3.049 1.119
C 4.885 3.915 3.011
C 6.067 4.125 3.692
C 9.377 2.526 3.967
C 10.652 3.258 4.374
O 10.671 3.511 5.786
H 9.610 5.314 5.899
H 9.627 4.193 7.326
H 7.998 2.766 6.394
H 7.405 4.405 5.971
H 7.425 0.977 3.396
H 5.136 0.527 2.515
H 2.831 1.301 2.209
H 4.249 4.386 0.551
H 2.913 5.802 -0.986
H -1.092 6.218 0.431
H 0.088 7.526 0.142
H -2.405 6.839 -1.448
H -1.886 8.418 -0.719
H -0.994 6.187 -3.512
H 0.110 7.534 -4.041
H 1.569 7.169 -2.126
H 1.316 5.577 -2.922
H -0.711 3.939 0.445
H 0.665 2.227 1.688
H 4.229 4.764 2.802
H 6.337 5.100 4.093
H 9.340 1.544 4.466
H 9.366 2.385 2.883
H 11.527 2.613 4.216
H 10.744 4.200 3.789
*
```

Here are the Mulliken charges for atoms 1 to 5, given in e: number 1, C, carries -0.70; number 2, C, carries -0.06; number 3, C, carries -0.64; number 4, N, carries -0.47; number 5, H, carries 0.28

Entry 2:
DFT (ωB97M-V/def2-TZVPD) results for a cluster of 2 separate species, C6H6N2O2 in total.

Values from the calculation:
ΔE to the lowest compared entry with this formula, charge and spin in eV: 3.109
Kohn-Sham gap in eV: 9.877
Calculated total energy in eV: -13391.5180
SMILES: O=c1cc[nH]c(=O)[nH]1.C#C

Structure (ORCA input):
```
! RIJCOSX wB97M-V def2-TZVPD def2/J DEFGRID3
* xyz 0 1
O -0.230 -1.928 -0.984
C 0.600 -1.264 -0.433
C 1.696 -1.570 0.544
C 2.518 -0.536 0.980
N 2.353 0.812 0.788
C 1.565 1.116 -0.202
O 1.580 2.296 -0.663
N 0.615 0.238 -0.654
H 1.759 -2.591 0.796
H 3.157 -0.895 1.745
H 3.101 1.662 0.960
H -0.105 0.708 -1.353
C -6.019 0.525 0.662
C -5.065 0.130 0.019
H -7.039 0.643 1.145
H -4.227 -0.219 -0.473
*
```

Here are the Mulliken charges for atoms 1 to 5, given in e: number 1, O, carries -0.54; number 2, C, carries 0.48; number 3, C, carries -0.52; number 4, C, carries -0.17; number 5, N, carries -0.19

Entry 3:
DFT (ωB97M-V/def2-TZVPD) results for the ion C5H12NO with charge -1.

Values from the calculation:
ΔE to the lowest compared entry with this formula, charge and spin in eV: 0.421
Kohn-Sham gap in eV: 6.557
Calculated total energy in eV: -8916.6422
SMILES: C[C@@H](N)CCC[O-]

Structure (ORCA input):
```
! RIJCOSX wB97M-V def2-TZVPD def2/J DEFGRID3
* xyz -1 1
C -1.898 0.999 -1.404
C -0.913 0.409 -0.413
N -1.530 -0.574 0.460
C 0.309 -0.157 -1.149
C 1.510 -0.740 -0.304
C 1.848 0.012 1.010
O 1.002 -0.178 2.076
H -1.399 1.862 -1.855
H -2.756 1.374 -0.824
H -2.303 0.258 -2.105
H -0.587 1.235 0.245
H -2.030 -0.082 1.200
H -0.743 -0.831 1.119
H 0.598 0.701 -1.784
H 0.073 -0.931 -1.909
H 1.410 -1.814 -0.234
H 2.394 -0.521 -0.941
H 1.889 1.092 0.724
H 2.852 -0.335 1.305
*
```

Here are the Mulliken charges for atoms 1 to 5, given in e: number 1, C, carries -1.46; number 2, C, carries 0.71; number 3, N, carries -0.99; number 4, C, carries -0.91; number 5, C, carries -0.75

Entry 4:
DFT (ωB97M-V/def2-TZVPD) results for the molecule C8H9BO3.

Values from the calculation:
ΔE to the lowest compared entry with this formula, charge and spin in eV: 3.305
Kohn-Sham gap in eV: 9.664
Calculated total energy in eV: -15259.6490
SMILES: OB1c2ccccc2CO[C@H]1O

Structure (ORCA input):
```
! RIJCOSX wB97M-V def2-TZVPD def2/J DEFGRID3
* xyz 0 1
O 0.314 -2.580 1.121
B 0.600 -1.409 0.590
C -0.464 -0.646 -0.573
C -1.726 -0.906 -1.119
C -2.497 0.001 -1.714
C -1.981 1.316 -1.934
C -0.836 1.632 -1.217
C -0.002 0.688 -0.527
C 1.253 1.207 0.152
O 1.549 0.637 1.458
C 1.940 -0.714 1.461
O 1.792 -1.202 2.747
H 0.779 -2.786 1.929
H -2.131 -1.788 -0.801
H -3.446 -0.376 -2.069
H -2.650 2.110 -2.303
H -0.397 2.728 -1.316
H 2.083 0.829 -0.478
H 1.125 2.349 0.193
H 2.969 -0.633 1.051
H 1.727 -0.457 3.350
*
```

Here are the Mulliken charges for atoms 1 to 5, given in e: number 1, O, carries -0.50; number 2, B, carries 0.46; number 3, C, carries 0.10; number 4, C, carries -0.70; number 5, C, carries -0.23

Entry 5:
DFT (ωB97M-V/def2-TZVPD) results for a cluster of 3 separate species, C2H12N2O2 in total.

Values from the calculation:
ΔE to the lowest compared entry with this formula, charge and spin in eV: 2.598
Kohn-Sham gap in eV: 9.356
Calculated total energy in eV: -9341.6052
SMILES: NCCN.O.O

Structure (ORCA input):
```
! RIJCOSX wB97M-V def2-TZVPD def2/J DEFGRID3
* xyz 0 1
N 1.407 0.739 -0.389
C 2.461 0.788 -1.523
C 1.687 -0.013 -2.684
N 1.846 -1.496 -2.566
H 0.930 1.561 -0.337
H 1.696 0.440 0.560
H 3.437 0.309 -1.245
H 2.587 1.917 -1.483
H 0.635 0.315 -2.925
H 2.088 0.304 -3.631
H 2.624 -1.849 -1.930
H 1.055 -1.848 -2.166
O -4.861 -1.284 2.242
H -5.267 -0.494 2.519
H -5.076 -1.915 2.828
O -1.300 1.114 3.551
H -1.535 1.933 3.046
H -1.550 1.335 4.359
*
```

Here are the Mulliken charges for atoms 1 to 5, given in e: number 1, N, carries -0.49; number 2, C, carries -0.43; number 3, C, carries -0.40; number 4, N, carries -0.57; number 5, H, carries 0.18

Entry 6:
DFT (ωB97M-V/def2-TZVPD) results for a structure of composition C7H6HoO5S.

Values from the calculation:
ΔE to the lowest compared entry with this formula, charge and spin in eV: 3.248
Kohn-Sham gap (spin up / spin down) in eV: 6.656 / 6.833
Calculated total energy in eV: -54189.6867
<S²>: 6.0060

Structure (ORCA input):
```
! RIJCOSX wB97M-V def2-TZVPD def2/J DEFGRID3
* xyz 3 5
O -2.225 -2.433 -0.007
C -1.442 -1.576 -0.005
Ho 0.283 0.285 -0.003
O -1.909 1.756 -2.062
C -1.245 1.124 -1.345
C 1.235 -1.136 1.339
O 1.906 -1.755 2.063
C 0.987 -0.901 -1.680
O 1.524 -1.392 -2.590
C -0.998 0.884 1.688
O -1.527 1.394 2.592
C 3.440 2.957 -0.083
S 1.966 2.058 -0.012
C 0.737 3.319 0.307
H 4.223 2.330 -0.218
H 3.482 3.488 0.851
H 3.304 3.645 -0.898
H 0.965 3.676 1.302
H 0.955 4.069 -0.429
H -0.262 2.996 0.234
*
```

Here are the Mulliken charges for atoms 1 to 5, given in e: number 1, O, carries -0.05; number 2, C, carries 0.38; number 3, Ho, carries 0.05; number 4, O, carries 0.00; number 5, C, carries 0.40